C32H43FeN7O2P2Si2 as an isolated structure, computed with wB97M-V/def2-TZVPD.

## Properties
Charge = +1
Multiplicity = 2
Orbital gap (spin up / spin down) = 7.34 / 8.42 eV
LUMO (spin up / spin down) = -2.74 / -2.01 eV
Total energy = -117122.959 eV

Positions of all 89 atoms, in Å:
Fe1 0.73 -0.78 1.00
C1 3.95 2.03 1.42
Si1 3.14 1.49 -0.19
C2 4.11 0.13 -1.07
C3 3.20 2.99 -1.31
N1 1.55 0.87 0.07
P1 0.20 1.71 0.34
C4 -0.75 0.47 1.08
P2 -1.73 -0.57 0.11
N2 -0.51 -1.40 -0.55
Si2 -0.24 -2.95 -1.16
C5 1.24 -2.97 -2.29
C6 0.16 -4.06 0.37
C7 -1.70 -3.78 -1.98
C8 -2.87 -1.51 1.15
C9 -2.74 -1.47 2.54
C10 -3.59 -2.24 3.33
C11 -4.56 -3.04 2.74
C12 -4.68 -3.08 1.36
C13 -3.84 -2.31 0.57
C14 -2.82 0.14 -1.14
C15 -2.50 0.09 -2.49
C16 -3.35 0.64 -3.43
C17 -4.52 1.26 -3.02
C18 -4.84 1.34 -1.67
C19 -4.00 0.78 -0.73
C20 0.43 3.07 1.51
C21 0.45 2.78 2.87
C22 0.74 3.77 3.80
C23 1.02 5.06 3.36
C24 1.00 5.36 2.01
C25 0.70 4.37 1.09
C26 -0.47 2.47 -1.15
C27 -1.56 3.34 -1.08
C28 -2.09 3.89 -2.24
C29 -1.53 3.58 -3.47
C30 -0.46 2.71 -3.55
C31 0.07 2.15 -2.39
H1 5.04 1.98 1.39
H2 3.59 1.45 2.28
H3 3.69 3.07 1.61
H4 5.19 0.18 -0.92
H5 3.94 0.22 -2.15
H6 3.76 -0.87 -0.79
H7 4.22 3.39 -1.29
H8 2.54 3.79 -0.97
H9 2.95 2.77 -2.34
H10 2.03 -2.34 -1.89
H11 0.95 -2.58 -3.27
H12 1.65 -3.97 -2.46
H13 1.19 -3.97 2.15
H14 0.91 -5.48 -0.77
H15 -0.76 -4.36 0.89
H16 -2.14 -3.12 -2.73
H17 -2.49 -4.03 -1.26
H18 -1.41 -4.70 -2.49
H19 -1.99 -0.84 2.99
H20 -3.50 -2.20 4.41
H21 -5.22 -3.64 3.36
H22 -5.44 -3.70 0.90
H23 -3.97 -2.32 -0.51
H24 -1.57 -0.39 -2.79
H25 -3.10 0.59 -4.48
H26 -5.19 1.70 -3.76
H27 -5.75 1.83 -1.36
H28 -4.26 0.82 0.32
H29 0.21 1.78 3.21
H30 0.75 3.54 4.85
H31 1.25 5.84 4.09
H32 1.20 6.37 1.67
H33 0.67 4.62 0.03
H34 -1.99 3.59 -0.12
H35 -2.94 4.56 -2.18
H36 -1.94 4.02 -4.37
H37 -0.03 2.46 -4.51
H38 0.89 1.44 -2.44
N3 4.05 -0.98 2.05
N4 4.23 -2.29 1.60
C32 3.16 -3.07 1.34
N5 3.34 -4.40 1.49
N6 2.02 -2.54 0.98
N7 0.89 -3.30 1.44
O1 0.98 -5.20 0.15
O2 0.08 -2.36 2.03
H39 4.51 -0.33 1.42
H40 4.42 -0.88 2.99
H41 5.16 -2.69 1.53
H42 4.15 -4.76 1.97
H43 2.76 -5.03 0.94